[1]
{"formula": "C9H36AsBeF6O9Ti", "method": "ωB97M-V with the def2-TZVPD basis set", "symbols": ["Ti", "Be", "As", "F", "F", "F", "F", "F", "F", "C", "O", "H", "H", "H", "H", "C", "O", "H", "H", "H", "H", "C", "O", "H", "H", "H", "H", "C", "O", "H", "H", "H", "H", "C", "O", "H", "H", "H", "H", "C", "O", "H", "H", "H", "H", "C", "O", "H", "H", "H", "H", "C", "O", "H", "H", "H", "H", "C", "O", "H", "H", "H", "H"], "coordinates": [[-23.188, 8.447, 21.810], [-20.970, 12.429, 21.187], [-19.965, 8.889, 19.404], [-21.535, 8.267, 19.953], [-20.732, 9.735, 17.991], [-18.404, 9.485, 18.911], [-19.257, 8.070, 20.878], [-19.751, 7.434, 18.403], [-20.128, 10.421, 20.380], [-18.157, 11.748, 16.175], [-17.499, 11.465, 14.960], [-17.902, 11.114, 17.025], [-17.973, 12.808, 16.353], [-19.239, 11.636, 16.106], [-17.450, 10.517, 14.819], [-20.715, 7.796, 15.230], [-20.504, 9.162, 15.576], [-20.221, 7.661, 14.268], [-20.305, 7.110, 15.971], [-21.793, 7.645, 15.163], [-20.724, 9.290, 16.502], [-15.658, 11.370, 18.979], [-16.957, 11.487, 19.416], [-15.094, 12.247, 19.298], [-15.258, 10.454, 19.413], [-15.566, 11.316, 17.894], [-17.479, 10.731, 19.138], [-23.613, 5.550, 22.286], [-23.405, 6.297, 21.117], [-24.610, 5.134, 22.432], [-22.980, 4.664, 22.321], [-23.436, 6.121, 23.197], [-23.535, 5.711, 20.368], [-19.918, 4.804, 20.143], [-18.969, 3.970, 20.631], [-20.918, 4.423, 20.351], [-19.776, 5.758, 20.652], [-19.861, 4.992, 19.071], [-18.940, 3.187, 20.077], [-16.458, 6.907, 19.706], [-15.184, 6.353, 19.423], [-16.259, 7.978, 19.675], [-17.198, 6.655, 18.947], [-16.771, 6.529, 20.679], [-14.762, 7.016, 18.872], [-20.667, 7.088, 23.606], [-20.980, 8.318, 22.941], [-19.744, 7.130, 24.185], [-21.453, 6.883, 24.333], [-20.676, 6.321, 22.831], [-20.319, 8.563, 22.289], [-17.139, 9.812, 22.454], [-17.146, 11.085, 23.064], [-17.632, 9.890, 21.485], [-16.109, 9.507, 22.270], [-17.728, 9.072, 22.995], [-18.066, 11.249, 23.282], [-17.141, 7.612, 16.085], [-17.638, 8.105, 14.879], [-17.758, 6.746, 16.325], [-16.085, 7.343, 16.087], [-17.219, 8.362, 16.872], [-18.555, 8.370, 14.983]], "e_homo_ha": [-0.5941, -0.5941], "gap_ev": [4.31, 2.85], "multiplicity": 5, "total_charge": 3, "s_squared": 6.0069}

---

[2]
{"formula": "C6H5NO2S", "method": "ωB97M-V with the def2-TZVPD basis set", "symbols": ["C", "C", "C", "C", "C", "C", "N", "O", "O", "S", "H", "H", "H", "H", "H"], "coordinates": [[-0.919, 1.503, -0.225], [-2.247, 1.240, -0.202], [-0.114, 0.422, 0.012], [-0.874, -0.808, 0.077], [1.305, 0.457, 0.170], [-0.470, -2.098, 0.081], [1.892, -0.793, -0.057], [2.002, 1.428, 0.462], [3.215, -0.658, -0.220], [-2.526, -0.480, 0.158], [-0.802, 2.593, -0.221], [-3.013, 2.008, -0.231], [0.483, -2.519, -0.349], [-1.273, -2.684, 0.459], [3.341, 0.388, 0.085]], "e_homo_ha": [-0.2861, -0.3344], "gap_ev": [6.36, 7.61], "de_lowest_ev": 2.491}

---

[3]
{"formula": "C5H17N2O", "method": "ωB97M-V with the def2-TZVPD basis set", "symbols": ["C", "N", "C", "C", "H", "H", "H", "H", "H", "H", "H", "H", "H", "C", "O", "C", "N", "H", "H", "H", "H", "H", "H", "H", "H"], "coordinates": [[-0.312, -2.137, -0.415], [-1.650, -1.748, -0.010], [-1.728, -0.840, 1.110], [-2.398, -1.238, -1.155], [0.304, -2.305, 0.470], [0.188, -1.389, -1.065], [-0.334, -3.056, -0.996], [-2.751, -0.811, 1.483], [-1.115, -1.193, 1.945], [-1.453, 0.211, 0.860], [-3.471, -1.264, -0.987], [-2.171, -1.874, -2.009], [-2.078, -0.217, -1.416], [1.463, 2.441, -0.068], [2.138, 3.163, -1.063], [2.087, 1.059, -0.005], [1.299, 0.236, 0.979], [0.385, 2.339, -0.274], [1.572, 2.940, 0.906], [1.635, 3.968, -1.275], [2.017, 0.544, -0.957], [3.115, 1.121, 0.337], [0.330, 0.091, 0.660], [1.261, 0.674, 1.902], [1.666, -0.715, 1.042]], "e_homo_ha": -0.4504, "gap_ev": 8.86, "total_charge": 1, "de_lowest_ev": 2.059}

---

[4]
{"formula": "C5H10O", "method": "ωB97M-V with the def2-TZVPD basis set", "symbols": ["C", "C", "C", "C", "C", "O", "H", "H", "H", "H", "H", "H", "H", "H", "H", "H"], "coordinates": [[-0.781, 1.393, -1.036], [-0.578, 0.205, -0.096], [-1.509, -0.971, -0.491], [0.733, -0.549, -0.187], [2.280, -0.322, 0.950], [1.097, -1.071, 1.058], [-0.176, 2.256, -0.741], [-1.833, 1.707, -1.005], [-0.543, 1.143, -2.076], [-0.808, 0.505, 0.935], [-2.558, -0.658, -0.451], [-1.376, -1.824, 0.181], [-1.286, -1.306, -1.510], [2.018, -0.158, -0.348], [3.165, -0.940, 1.154], [2.276, 0.641, 1.462]], "e_homo_ha": -0.2925, "gap_ev": 8.78, "de_lowest_ev": 5.023}